Computed, not measured: an isolated molecule of C3H5NOS, with ωB97M-V/def2-TZVPD.

SMILES   C=CN(O)C=S
Molecular weight   103.15 g/mol
HOMO-LUMO gap   8.63 eV

Each line ends with the Mulliken charge.
CARTESIAN COORDINATES (ANGSTROEM)
C (-2.4609, 0.0483, 0.6201)  -0.80
C (-1.2832, 0.2660, 0.0029)  0.10
N (0.0664, -0.1781, 0.5258)  0.20
O (0.1029, -0.7484, 1.8797)  -0.43
C (1.1964, 0.0135, -0.0179)  -0.02
S (1.2502, 0.2963, -1.6441)  -0.40
H (-2.7422, -0.3170, 1.5651)  0.28
H (-3.4753, 0.4240, 0.1391)  0.18
H (-1.2733, 0.8940, -0.8972)  0.25
H (-0.6018, -0.1832, 2.5200)  0.35
H (2.0870, -0.2914, 0.6291)  0.29

Forces on atoms 1 to 2 (eV/Å):
-1.38 1.66 -2.14
0.38 -0.58 1.33


Computed, not measured: an isolated molecule of C3H5NOS, with ωB97M-V/def2-TZVPD.

SMILES   O[C@@H]1CNC1=S
Molecular weight   103.15 g/mol
HOMO-LUMO gap   9.32 eV

Each line ends with the Mulliken charge.
CARTESIAN COORDINATES (ANGSTROEM)
O (0.4662, 1.7631, -0.3611)  -0.52
C (0.2197, 0.6291, 0.4077)  0.25
C (0.9742, -0.6379, -0.0513)  -0.52
N (-0.3581, -1.2492, -0.2080)  -0.12
C (-1.0593, -0.1374, 0.0609)  -0.03
S (-2.6365, 0.2812, -0.0496)  -0.34
H (-0.3536, 2.2739, -0.3592)  0.33
H (0.3119, 0.8375, 1.4923)  0.22
H (1.6181, -1.1309, 0.6799)  0.26
H (1.4928, -0.4829, -1.0138)  0.25
H (-0.6755, -2.1466, -0.5978)  0.21

Forces on atoms 1 to 2 (eV/Å):
-0.05 0.08 -0.06
0.10 0.02 0.62


Computed, not measured: an isolated molecule of C3H5NOS, with ωB97M-V/def2-TZVPD.

SMILES   N/C=C/C(O)=S
Molecular weight   103.15 g/mol
HOMO-LUMO gap   8.49 eV

Each line ends with the Mulliken charge.
CARTESIAN COORDINATES (ANGSTROEM)
N (-0.8548, 1.7545, 2.2630)  -0.40
C (-0.9112, 0.9377, 1.1581)  -0.04
C (0.1076, 0.1777, 0.7298)  -0.44
C (0.1161, -0.5111, -0.5402)  0.40
O (-1.1322, -0.9019, -1.0043)  -0.45
S (1.4642, -0.8269, -1.4269)  -0.31
H (-1.6350, 2.2478, 2.6218)  0.20
H (-0.0066, 1.7321, 2.8230)  0.20
H (-1.8381, 1.0821, 0.5611)  0.23
H (1.0280, 0.2399, 1.2659)  0.32
H (-1.8098, -0.7627, -0.3347)  0.30

Forces on atoms 1 to 2 (eV/Å):
1.14 -0.85 -0.38
-0.98 1.07 0.07


Computed, not measured: an isolated molecule of C3H5NOS, with ωB97M-V/def2-TZVPD.

SMILES   O=CCNC=S
Molecular weight   103.15 g/mol
HOMO-LUMO gap   9.27 eV

Each line ends with the Mulliken charge.
CARTESIAN COORDINATES (ANGSTROEM)
O (2.3344, 0.5087, 0.0698)  -0.48
C (1.7358, -0.5156, -0.0444)  0.04
C (0.2438, -0.6140, 0.0282)  -0.52
N (-0.3305, 0.6690, 0.0041)  -0.13
C (-1.6595, 0.8593, -0.0553)  -0.16
S (-2.8374, -0.2689, 0.0301)  -0.32
H (2.2740, -1.4944, -0.1645)  0.32
H (-0.1285, -1.2117, -0.8087)  0.34
H (-0.0082, -1.1826, 0.9505)  0.31
H (0.3733, 1.3959, -0.0413)  0.25
H (-1.9971, 1.8544, 0.0316)  0.34

Forces on atoms 1 to 2 (eV/Å):
0.42 0.88 -0.09
0.05 -1.39 0.14


Computed, not measured: an isolated molecule of C3H5NOS, with ωB97M-V/def2-TZVPD.

SMILES   CN1CSC1=O
Molecular weight   103.15 g/mol
HOMO-LUMO gap   10.00 eV

Each line ends with the Mulliken charge.
CARTESIAN COORDINATES (ANGSTROEM)
C (0.3878, -0.6172, 0.6933)  -0.82
N (-0.7729, 0.0901, 0.4078)  0.17
C (-1.1409, 0.9217, -0.7019)  -0.60
S (-2.8414, 1.2739, 0.1556)  -0.16
C (-1.8937, 0.0365, 1.1378)  0.44
O (-2.2158, -0.5779, 2.0819)  -0.52
H (0.3982, -0.8925, 1.7697)  0.31
H (0.6019, -1.5980, 0.1390)  0.27
H (1.3957, 0.0303, 0.5086)  0.26
H (-0.6351, 1.9573, -0.8510)  0.30
H (-1.3851, 0.3629, -1.5545)  0.36

Forces on atoms 1 to 2 (eV/Å):
4.68 -0.93 0.11
-0.18 0.62 -0.56


Computed, not measured: an isolated molecule of C3H5NOS2, with ωB97M-V/def2-TZVPD.

SMILES   CC(=S)N(O)C=S
Molecular weight   135.21 g/mol
HOMO-LUMO gap   8.01 eV

Each line ends with the Mulliken charge.
CARTESIAN COORDINATES (ANGSTROEM)
C (-0.1062, -1.6175, 0.0000)  -1.26
C (-0.7771, -0.2422, 0.0047)  0.62
S (-2.4497, -0.0909, -0.0122)  -0.43
N (-0.0171, 0.8960, 0.0193)  0.19
O (-0.6633, 2.0685, 0.0115)  -0.38
C (1.3807, 1.0359, -0.0405)  -0.19
S (2.5452, -0.1024, 0.0006)  -0.25
H (-0.9319, -2.3362, 0.0404)  0.34
H (0.5170, -1.7552, 0.8896)  0.36
H (0.4635, -1.8258, -0.8861)  0.37
H (-1.6285, 1.8947, 0.0148)  0.27
H (1.6675, 2.0750, -0.0422)  0.37

Forces on atoms 1 to 2 (eV/Å):
-1.28 0.31 0.77
-0.52 -0.57 -0.16


Record-wise energy relative to the best compared isomer or geometry (same formula, charge and spin) values, in kJ/mol: 422.67; 130.17; 109.81; 98.88; 123.35; 223.22